A single C10H18N2S molecule, computed with ωB97M-V with the def2-TZVPD basis set.

Each line ends with the Löwdin charge.
Positions of all 31 atoms, in Å:
H 3.473 -1.210 1.632  0.04
C 1.946 -0.784 0.263  -0.36
N 0.625 2.512 -0.695  0.05
H -3.474 -1.050 -0.298  0.07
H -3.090 0.554 -0.574  0.02
C -0.266 0.653 -0.028  -0.16
C 2.571 -0.729 1.664  -0.07
H 3.841 -1.620 -0.524  0.06
C -2.897 -0.227 0.090  -0.11
H 1.972 -1.053 2.450  0.04
C -1.682 2.706 -0.630  -0.06
H -3.434 0.007 0.999  0.08
C -1.136 -0.959 1.738  -0.08
H -1.776 -1.663 -1.886  -0.22
H -2.176 3.399 0.254  0.14
H 1.466 -1.715 0.147  0.07
H 2.741 0.335 1.961  0.11
H -2.103 -1.465 2.177  0.12
H 2.660 1.925 -0.716  0.10
H -0.270 -1.537 1.766  0.02
H -0.957 -0.028 2.320  0.10
C 1.093 0.442 -0.087  -0.17
H -2.570 2.191 -0.883  0.03
N -0.539 1.896 -0.432  -0.16
H -1.379 3.456 -1.444  0.11
H 3.796 0.113 -0.286  0.05
C 1.643 1.715 -0.461  -0.08
S -0.969 -1.948 -0.993  0.82
C 3.244 -0.736 -0.600  -0.08
C -1.392 -0.568 0.236  -0.62
H 2.846 -0.703 -1.735  0.14

Spin multiplicity ... 1
HOMO level ... -8.5 eV
Energy relative to the best compared isomer or geometry (same formula, charge and spin) ... 3.677 eV
SMILES string ... CC(C)c1cnn(C)c1C(C)(C)S
Electronic energy ... -899.4213 Ha

=====

2 unconnected molecules or ions with the total composition C10H18N3O, computed with ωB97M-V with the def2-TZVPD basis set.

Each line ends with the Löwdin charge.
Positions of all 32 atoms, in Å:
C -2.040 1.950 -0.738  -0.05
H -1.058 -1.492 -2.456  0.13
H 0.077 -0.482 1.850  0.04
C -0.552 1.893 -0.582  -0.29
H -1.411 -0.413 2.784  0.08
N -1.234 -1.834 0.032  0.09
H 1.932 -1.789 -0.688  0.14
H 0.473 -2.362 -2.538  0.14
H -2.468 2.372 0.175  0.08
H 2.169 0.739 -2.356  0.12
N 1.083 -1.897 -0.170  0.26
C 2.155 1.299 -0.302  -0.34
C 1.486 1.915 0.752  -0.02
H -0.397 2.711 1.381  0.12
H -2.601 1.014 -0.853  0.06
H -0.127 -1.552 3.224  0.08
H 2.027 2.351 1.580  0.12
H -0.838 -3.133 1.593  0.12
H -1.894 -1.116 -0.247  0.15
C -0.647 -1.081 2.393  -0.06
N -0.189 -1.782 -2.047  0.20
H -2.266 -2.255 1.799  0.12
O 3.486 1.001 -0.164  0.05
C -1.253 -2.151 1.442  -0.20
H 3.748 1.137 0.759  0.11
H -0.301 1.357 -2.592  0.12
C 1.561 1.071 -1.531  -0.03
C 0.226 1.425 -1.644  -0.07
C -0.116 -1.760 -0.696  -0.43
C 0.139 2.201 0.590  -0.05
H 1.148 -1.907 0.833  0.12
H -2.316 2.569 -1.582  0.09

Spin multiplicity ... 1
HOMO level ... -11.6 eV
Charge ... +1
Energy relative to the best compared isomer or geometry (same formula, charge and spin) ... 1.007 eV
Electronic energy ... -631.1353 Ha

=====

2 unconnected molecules or ions with the total composition C10H18O2S, computed with ωB97M-V with the def2-TZVPD basis set.

Each line ends with the Löwdin charge.
Positions of all 31 atoms, in Å:
C 0.519 -0.568 0.537  -0.39
C 2.215 -0.926 -1.290  -0.19
H 1.599 -0.459 -2.141  0.13
H 2.852 -1.704 -1.507  0.07
O -1.130 -2.600 1.590  -0.60
S -0.722 -1.217 1.801  0.90
H -2.631 0.821 -2.535  0.09
H 0.012 1.168 2.663  0.12
C -2.101 0.204 -0.566  -0.10
O -1.065 1.892 1.039  -0.18
H -3.834 0.209 0.812  0.11
H -3.380 -1.130 -0.354  0.05
H 3.883 0.392 -1.259  0.15
C 0.230 1.662 1.620  -0.25
C -3.580 -0.127 -0.240  -0.06
H 2.882 1.671 0.758  0.13
H 1.758 -2.273 0.356  0.14
H 1.784 1.757 -0.711  0.11
H -1.251 1.045 0.307  0.02
H -0.829 0.614 -2.180  0.09
C 1.164 -1.582 -0.345  -0.20
H -1.775 1.937 -1.612  0.11
C 3.022 0.138 -0.485  -0.22
H -4.314 0.221 -0.998  0.08
H 3.602 -0.472 0.309  0.14
H 0.695 2.649 1.874  0.13
C -1.827 0.883 -1.795  -0.11
C 0.942 0.695 0.743  -0.26
H 0.446 -2.319 -0.857  0.14
H 0.442 -1.524 2.605  0.04
C 2.185 1.193 0.067  -0.18

Spin multiplicity ... 1
HOMO level (spin up / spin down) ... -8.4 / -8.4 eV
Energy relative to the best compared isomer or geometry (same formula, charge and spin) ... 7.912 eV
Electronic energy ... -940.2136 Ha

=====

A gas-phase ion, C10H18O4P (charge -1), computed with ωB97M-V with the def2-TZVPD basis set.

Each line ends with the Löwdin charge.
Positions of all 33 atoms, in Å:
H -0.264 -3.711 -0.293  -0.10
O -0.135 1.909 -1.586  0.01
C -0.310 0.739 -1.342  -0.66
C 3.335 0.226 -1.946  -0.05
C -2.841 0.163 1.651  -0.11
H -3.822 0.351 1.845  0.02
H 3.399 0.701 -0.914  0.10
C -0.875 0.183 0.020  -0.24
H -2.912 -0.900 1.734  0.06
C 0.170 0.149 1.225  -0.20
C -1.206 -1.441 -0.664  -0.33
H 1.247 1.331 2.471  0.05
H 3.879 0.728 -2.617  0.02
C 0.569 1.515 1.681  -0.12
H 0.149 -2.829 -2.050  -0.14
H 0.782 2.333 1.036  0.06
H 1.832 -0.454 -3.277  0.10
H -2.247 1.986 0.396  0.13
H 1.025 -0.323 0.700  0.07
H -0.254 2.103 2.191  0.08
C -2.258 0.834 0.386  -0.16
H -1.937 -1.978 0.017  0.10
O -1.373 0.106 -2.351  0.07
H -2.286 0.398 2.538  0.06
O -2.538 -1.781 -2.676  -0.01
H 3.570 -0.748 -1.779  0.02
H -2.954 0.733 -0.517  0.13
H 1.674 1.212 -2.933  0.11
C -1.797 -1.059 -1.962  -0.61
C 1.879 0.256 -2.474  -0.25
P 0.369 -2.465 -0.813  0.88
H -0.256 -0.429 2.072  0.11
O 0.836 -0.138 -1.617  -0.24

Spin multiplicity ... 1
HOMO level ... -4.9 eV
Charge ... -1
Energy relative to the best compared isomer or geometry (same formula, charge and spin) ... 4.138 eV
SMILES string ... CCO[C@@]1([O-])OC(=O)[C@@H](P)C1(CC)CC
Electronic energy ... -1034.1179 Ha